[1]
{"formula": "C4H3AuO5", "method": "the ωB97M-V functional and the def2-TZVPD basis", "gap_ha": [0.2653, 0.2219], "fmax_ev_per_a": 6.730, "spin_multiplicity": 4, "s_squared": 3.76, "total_charge": 1, "species": ["C", "C", "O", "C", "O", "O", "H", "H", "H", "O", "O", "C", "Au"], "xyz": [[0.801, -1.254, -0.261], [-0.545, -0.915, -0.300], [-0.924, 0.062, 0.679], [-1.830, 0.992, 0.376], [-2.239, 1.225, -0.731], [-2.061, 1.703, 1.469], [0.956, -2.327, -0.414], [-1.365, -1.612, -0.473], [-2.486, 2.538, 1.235], [3.233, -0.609, -1.858], [2.636, 0.493, 0.027], [2.430, -0.253, -1.011], [1.394, -0.043, 1.262]], "forces_ev_per_a": [[1.393, -1.587, 0.477], [-4.219, 1.452, 0.444], [1.217, -2.396, -0.892], [-1.508, 2.529, -1.622], [0.343, -0.738, 0.900], [0.356, -0.360, 0.410], [0.865, 0.409, -0.328], [0.307, 0.221, -0.563], [-0.294, -0.059, -0.163], [-3.370, 0.575, 1.524], [3.588, 1.540, -4.984], [4.153, -0.487, -1.210], [-2.831, -1.098, 6.006]]}


[2]
{"formula": "C22H27N2O2SSi2Tc", "method": "the ωB97M-V functional and the def2-TZVPD basis", "gap_ha": [0.1907, 0.2362], "fmax_ev_per_a": 6.238, "spin_multiplicity": 4, "s_squared": 4.00, "total_charge": 1, "species": ["Tc", "C", "C", "C", "C", "C", "C", "C", "S", "O", "O", "N", "C", "C", "C", "C", "C", "N", "H", "H", "H", "H", "H", "H", "H", "H", "H", "H", "H", "C", "Si", "C", "C", "C", "C", "C", "C", "C", "Si", "C", "C", "H", "H", "H", "H", "H", "H", "H", "H", "H", "H", "H", "H", "H", "H", "H", "H"], "xyz": [[12.266, 10.081, 8.884], [17.146, 6.055, 4.789], [16.666, 7.010, 5.874], [16.883, 8.405, 5.735], [16.598, 9.299, 6.786], [15.989, 8.808, 7.960], [15.820, 7.441, 8.139], [16.137, 6.556, 7.092], [15.389, 9.929, 9.203], [14.354, 9.267, 9.989], [16.539, 10.587, 9.736], [14.317, 10.935, 8.380], [14.009, 12.172, 8.804], [14.902, 13.219, 9.113], [14.236, 14.359, 9.526], [12.824, 14.384, 9.664], [12.003, 13.340, 9.304], [12.596, 12.232, 8.880], [18.246, 5.944, 4.858], [16.886, 6.427, 3.773], [16.670, 5.066, 4.880], [17.324, 8.763, 4.813], [16.760, 10.362, 6.640], [15.450, 7.038, 9.088], [15.979, 5.499, 7.262], [15.972, 13.132, 9.132], [14.772, 15.230, 9.879], [12.360, 15.274, 10.038], [10.928, 13.400, 9.330], [9.258, 11.111, 10.642], [9.939, 10.272, 9.132], [9.642, 11.170, 7.536], [9.162, 8.640, 8.949], [7.771, 8.529, 9.051], [7.157, 7.287, 8.871], [7.936, 6.162, 8.570], [9.313, 6.288, 8.382], [9.932, 7.519, 8.593], [11.814, 7.721, 8.564], [12.207, 7.024, 6.868], [12.183, 6.570, 10.026], [8.183, 11.358, 10.594], [9.783, 12.083, 10.769], [9.454, 10.510, 11.553], [8.578, 11.482, 7.399], [9.933, 10.485, 6.715], [10.294, 12.066, 7.435], [7.160, 9.404, 9.286], [6.071, 7.177, 8.965], [7.429, 5.199, 8.521], [9.880, 5.424, 8.052], [12.635, 5.994, 6.941], [12.974, 7.637, 6.376], [11.294, 6.986, 6.249], [12.351, 5.560, 9.625], [11.337, 6.559, 10.723], [13.073, 6.879, 10.593]], "forces_ev_per_a": [[6.216, 0.208, 0.471], [-0.446, 0.151, -0.252], [0.277, 0.499, 0.376], [-0.121, -0.280, 1.120], [-0.593, -0.643, -0.524], [-0.054, -0.053, -0.513], [-0.242, -0.445, -0.297], [0.181, 0.535, 0.125], [0.029, 1.214, -2.628], [-0.725, -1.120, 1.236], [-0.697, 0.095, 0.735], [0.175, -2.093, -0.744], [-1.311, 0.949, 0.413], [-1.955, 0.090, 0.330], [-0.866, -0.227, 0.736], [0.215, 0.732, -0.163], [1.334, 0.696, 0.070], [1.736, 0.281, -0.358], [-0.569, 0.005, -0.081], [0.294, -0.095, 0.690], [0.291, 0.318, 0.120], [-0.016, 0.156, 0.058], [-0.015, -0.101, 0.087], [-0.041, 0.213, -0.405], [0.083, -0.046, -0.076], [0.114, -0.234, -0.263], [0.124, 0.027, -0.219], [-0.072, 0.394, 0.071], [-0.112, -0.114, 0.067], [0.431, 0.926, 0.681], [-1.876, 0.131, 0.441], [0.319, 0.944, -0.888], [-0.702, -1.155, -0.173], [-0.266, -0.476, 0.025], [0.110, 0.030, 0.061], [-0.242, 0.280, 0.134], [-0.620, 0.027, -0.010], [-0.061, 0.640, 0.036], [-3.084, -2.443, 0.098], [1.098, -0.234, -0.450], [1.100, 0.491, 0.344], [0.399, -0.312, -0.112], [-0.321, -0.450, 0.166], [-0.178, 0.303, -0.488], [0.755, -0.331, 0.092], [-0.351, 0.316, 0.197], [-0.576, -0.363, -0.062], [0.097, -0.230, -0.047], [0.453, 0.093, 0.016], [0.287, 0.159, -0.243], [0.068, -0.049, 0.175], [-0.304, 0.711, 0.054], [-0.128, -0.243, -0.268], [0.425, 0.161, 0.344], [-0.075, 0.219, 0.096], [0.128, 0.048, -0.311], [-0.121, -0.309, -0.091]]}


[3]
{"formula": "C44H77N11", "method": "the ωB97M-V functional and the def2-TZVPD basis", "gap_ha": 0.4169, "fmax_ev_per_a": 5.455, "total_charge": 0, "species": ["C", "C", "C", "C", "N", "H", "H", "H", "H", "H", "H", "H", "C", "C", "C", "C", "N", "H", "H", "H", "H", "H", "H", "H", "C", "C", "C", "C", "N", "H", "H", "H", "H", "H", "H", "H", "C", "C", "C", "C", "N", "H", "H", "H", "H", "H", "H", "H", "C", "C", "C", "C", "N", "H", "H", "H", "H", "H", "H", "H", "C", "C", "C", "C", "N", "H", "H", "H", "H", "H", "H", "H", "C", "C", "C", "C", "N", "H", "H", "H", "H", "H", "H", "H", "C", "C", "C", "C", "N", "H", "H", "H", "H", "H", "H", "H", "C", "C", "C", "C", "N", "H", "H", "H", "H", "H", "H", "H", "C", "C", "C", "C", "N", "H", "H", "H", "H", "H", "H", "H", "C", "C", "C", "C", "N", "H", "H", "H", "H", "H", "H", "H"], "xyz": [[-0.297, -6.079, 2.670], [1.012, -5.856, 1.887], [1.103, -4.387, 1.385], [1.161, -3.396, 2.503], [1.186, -2.434, 3.189], [-0.358, -7.126, 3.032], [-1.201, -5.810, 2.193], [-0.332, -5.520, 3.641], [1.036, -6.473, 0.972], [1.818, -6.158, 2.534], [0.334, -4.106, 0.714], [2.094, -4.315, 0.876], [-2.325, -2.145, -2.710], [-2.875, -3.518, -3.155], [-4.060, -3.435, -4.153], [-3.545, -2.850, -5.541], [-3.035, -2.488, -6.479], [-3.035, -1.583, -2.177], [-1.920, -1.486, -3.493], [-1.585, -2.368, -1.944], [-3.282, -3.956, -2.240], [-2.057, -4.045, -3.670], [-4.855, -2.716, -3.866], [-4.513, -4.441, -4.335], [5.409, -2.331, -1.643], [4.656, -2.104, -2.970], [5.074, -0.969, -3.862], [4.941, 0.320, -3.175], [4.783, 1.329, -2.650], [6.526, -2.216, -1.790], [5.190, -3.338, -1.268], [5.158, -1.580, -0.838], [3.599, -2.101, -2.714], [4.786, -2.985, -3.629], [4.490, -0.843, -4.781], [6.130, -1.064, -4.098], [0.173, 3.115, -6.752], [1.034, 3.056, -5.400], [0.220, 3.386, -4.156], [-0.764, 2.379, -3.776], [-1.446, 1.547, -3.407], [-0.555, 2.298, -6.812], [0.798, 3.145, -7.672], [-0.394, 4.115, -6.701], [1.859, 3.779, -5.515], [1.471, 2.068, -5.289], [-0.238, 4.344, -4.297], [0.868, 3.624, -3.338], [-7.023, 1.076, -3.223], [-6.214, 2.166, -2.586], [-4.726, 1.843, -2.472], [-4.627, 0.744, -1.492], [-4.557, -0.118, -0.723], [-6.998, 0.187, -2.541], [-6.607, 0.855, -4.211], [-8.042, 1.350, -3.407], [-6.658, 2.451, -1.618], [-6.453, 3.048, -3.182], [-4.151, 2.695, -1.980], [-4.152, 1.579, -3.360], [0.411, -0.320, 6.147], [1.373, 0.872, 6.236], [1.807, 1.326, 4.786], [0.679, 1.881, 4.031], [-0.207, 2.386, 3.505], [-0.645, 0.079, 6.209], [0.536, -1.008, 6.987], [0.646, -0.910, 5.229], [2.409, 0.659, 6.613], [0.982, 1.719, 6.791], [2.115, 0.467, 4.243], [2.664, 2.038, 4.794], [6.648, -2.459, 1.942], [5.174, -2.144, 1.937], [4.705, -1.437, 3.246], [5.056, -0.060, 3.515], [5.292, 0.982, 3.942], [7.055, -2.915, 2.872], [7.271, -1.505, 1.773], [6.922, -3.146, 1.127], [4.515, -2.967, 1.837], [4.846, -1.540, 1.069], [5.024, -2.073, 4.087], [3.637, -1.441, 3.344], [-5.006, -2.833, 4.084], [-5.670, -2.676, 2.660], [-4.618, -2.456, 1.588], [-3.740, -3.673, 1.397], [-3.209, -4.613, 1.008], [-5.079, -1.899, 4.580], [-3.940, -3.209, 4.192], [-5.650, -3.497, 4.682], [-6.370, -1.769, 2.540], [-6.206, -3.561, 2.329], [-3.930, -1.661, 1.785], [-5.023, -2.243, 0.597], [-1.204, -0.306, 0.687], [-0.289, 0.649, -0.063], [0.530, -0.046, -1.231], [1.515, -1.007, -0.702], [2.232, -1.776, -0.251], [-0.570, -0.970, 1.259], [-1.831, -0.713, -0.063], [-1.686, 0.272, 1.491], [0.364, 1.187, 0.621], [-0.894, 1.458, -0.585], [1.059, 0.666, -1.805], [-0.253, -0.538, -1.882], [2.756, 4.631, 1.622], [3.266, 3.273, 1.269], [3.590, 2.996, -0.236], [2.310, 3.272, -0.966], [1.276, 3.654, -1.312], [3.568, 5.382, 1.600], [2.242, 4.591, 2.556], [2.053, 4.938, 0.849], [2.472, 2.582, 1.505], [4.093, 2.980, 1.915], [3.938, 1.986, -0.400], [4.313, 3.630, -0.779], [-1.834, 6.415, 1.679], [-0.823, 5.355, 1.421], [-1.529, 4.029, 0.867], [-2.406, 4.294, -0.293], [-3.063, 4.685, -1.155], [-2.323, 6.669, 0.698], [-1.396, 7.352, 2.031], [-2.660, 6.159, 2.387], [-0.223, 5.245, 2.291], [-0.121, 5.668, 0.677], [-2.184, 3.589, 1.602], [-0.797, 3.198, 0.487]], "forces_ev_per_a": [[1.011, -0.746, 1.987], [-1.935, 0.556, -0.507], [2.635, -0.825, 1.740], [-0.189, 3.073, 0.857], [0.050, -3.230, -1.772], [-0.089, 0.347, -0.521], [-0.814, 0.149, -1.003], [0.427, -0.048, -0.781], [-0.026, 0.041, 0.467], [0.615, 0.220, 0.018], [-0.863, 0.176, -0.590], [-0.800, 0.375, 0.109], [0.656, -0.817, -0.452], [-0.483, 1.408, -0.696], [0.423, 0.992, -2.129], [-1.717, -2.297, 4.640], [1.075, 1.025, -2.373], [-1.316, 0.727, 0.509], [0.019, -0.496, 0.092], [0.514, 0.107, -0.173], [0.443, -0.635, -0.249], [-0.409, -0.389, 0.655], [0.439, -0.579, 0.220], [0.372, 0.906, -0.013], [1.207, 1.172, 0.049], [-0.330, -1.786, 0.071], [0.157, 1.376, 0.536], [-0.139, 0.311, 0.088], [0.050, -0.051, -0.008], [-1.079, -0.368, 0.099], [0.084, 0.315, -0.023], [-0.030, -0.791, -1.103], [-0.195, 0.350, -0.231], [-0.030, 0.070, 0.537], [0.131, -0.519, 0.100], [0.150, -0.115, -0.326], [0.117, 1.520, 1.146], [-0.531, -0.063, -1.893], [0.237, 0.382, -0.796], [1.258, 1.093, -0.163], [-1.049, -1.084, 0.351], [0.189, 0.200, 0.009], [-0.320, -0.187, 0.748], [0.641, -1.465, -0.281], [-0.338, -0.258, 0.283], [0.192, -0.151, -0.040], [-0.875, 0.508, -0.274], [0.293, -0.555, 0.617], [0.535, -1.463, 0.481], [-0.909, 1.244, -0.399], [0.579, 0.977, 1.907], [0.519, -0.817, 0.325], [-0.158, 0.818, -0.670], [-0.142, 0.372, -0.933], [0.077, -0.372, 0.168], [-0.634, 0.255, 0.192], [0.506, -0.393, -0.002], [0.836, 0.312, -0.150], [-0.753, -0.835, -0.759], [-0.413, -0.052, -0.204], [-0.270, 0.285, 0.141], [1.897, 0.025, -1.302], [-0.641, 0.982, 0.774], [0.349, 0.395, 0.305], [-0.220, -0.033, -0.262], [1.058, -0.725, -0.527], [-0.022, 0.158, 0.047], [-0.661, 0.479, 0.606], [-1.164, -0.320, 0.412], [-0.066, 0.014, 0.067], [0.492, -0.926, -0.410], [-0.733, -0.358, 0.018], [1.707, 0.834, -0.427], [-0.607, 1.968, 0.440], [0.178, -1.136, -0.188], [0.691, 0.204, 0.569], [-0.073, 0.126, -0.409], [-0.635, 0.272, -0.412], [-0.940, -1.310, 0.267], [-0.133, 0.222, 0.145], [-0.287, -1.358, 0.103], [0.555, -0.017, 0.474], [0.199, 0.449, -0.070], [-0.854, -0.232, -0.365], [-0.792, -1.036, -0.370], [0.496, 1.062, -0.108], [1.135, -1.308, -0.504], [-1.154, 0.814, -0.590], [0.385, -0.161, 0.315], [0.252, 1.032, 0.487], [-1.293, 0.391, -0.782], [0.359, 0.050, -0.156], [0.909, -1.441, 0.768], [-0.311, -0.105, 0.416], [0.223, 0.778, 0.358], [-0.118, -0.041, 0.125], [1.407, 1.648, 0.847], [-0.006, 1.045, -1.465], [-1.763, -0.768, 1.255], [-1.079, 0.352, -0.398], [0.569, -0.338, 0.205], [-0.028, -0.926, -0.234], [-1.055, -0.920, -0.009], [-0.511, -0.200, -0.590], [0.310, -0.066, 0.049], [0.602, -1.046, 0.487], [0.460, 0.923, -0.708], [1.200, 0.283, 0.551], [0.726, 0.932, -1.280], [0.565, -0.821, -0.413], [-0.867, 0.870, -0.370], [0.085, -0.013, 0.539], [0.646, -0.413, 0.194], [-0.375, -0.247, 0.357], [-0.180, 0.256, 0.727], [-0.256, 0.163, 0.139], [-0.337, -0.536, 0.096], [0.265, -0.003, -0.203], [-0.190, -0.261, -0.026], [0.035, -0.007, 0.770], [-1.821, 1.287, -0.897], [-0.907, -1.338, -0.990], [1.603, -0.776, -0.732], [0.408, 1.038, 0.177], [0.069, -0.491, 0.096], [0.210, -0.103, 0.963], [0.143, -0.150, 0.069], [0.773, -0.120, -0.452], [0.292, -1.083, 0.874], [0.269, 0.338, -0.706], [0.046, -0.257, 0.573], [-1.095, 1.728, 1.066]]}


> What is the formula in the third record?

C44H77N11


> Number 2 is which compound?

C22H27N2O2SSi2Tc